Entry 1:
Below is a structure of composition C16H38FN3O8S2 at a distorted geometry, with properties calculated with ωB97M-V with the def2-TZVPD basis set.

Cartesian coordinates (Å):
O (7.5465, -3.6986, -3.5648)
C (7.7193, -3.6394, -4.7864)
O (8.4775, -4.6800, -5.3750)
C (7.2271, -2.4966, -5.7528)
C (5.9790, -1.6696, -5.2216)
C (4.8518, -2.5375, -4.4969)
N (3.4765, -2.1823, -5.0380)
S (2.3124, -2.7389, -3.8217)
S (3.1151, -3.1112, -6.4748)
O (1.8126, -3.8288, -6.2670)
O (2.9778, -2.2412, -7.6829)
F (4.2598, -4.2902, -6.7385)
H (8.8811, -5.2283, -4.6747)
H (7.0799, -2.9334, -6.7926)
H (8.0984, -1.7571, -5.8396)
H (6.2540, -0.7849, -4.5649)
H (5.4830, -1.2107, -6.1485)
H (5.0491, -3.6508, -4.4677)
H (4.8296, -2.1965, -3.4070)
H (2.8193, -3.9946, -3.4839)
C (0.3882, -4.4694, -0.3046)
O (0.1573, -3.2849, -1.0513)
C (-1.2022, -3.1298, -1.4632)
C (-1.8679, -1.9799, -0.7090)
N (-2.0747, -2.3196, 0.6975)
C (-2.4507, -1.1791, 1.5368)
C (-1.4406, -0.0282, 1.6662)
O (-0.2551, -0.3705, 2.3743)
C (0.7416, -1.0090, 1.5916)
H (1.4670, -4.5915, -0.1909)
H (-0.0513, -4.3952, 0.6935)
H (-0.0084, -5.3473, -0.8222)
H (-1.7713, -4.0591, -1.3643)
H (-1.1751, -2.8711, -2.5264)
H (-2.8337, -1.7569, -1.1719)
H (-1.2236, -1.1007, -0.8172)
H (-1.2211, -2.7150, 1.0710)
H (-2.6330, -1.5762, 2.5395)
H (-3.4041, -0.7770, 1.1786)
H (-1.9217, 0.7534, 2.2619)
H (-1.2009, 0.4376, 0.7039)
H (0.7410, -0.6655, 0.5540)
H (0.6170, -2.0929, 1.6354)
H (1.7148, -0.7799, 2.0298)
C (-1.9636, 2.3891, 4.7407)
O (-1.6695, 3.7517, 4.4754)
C (-1.6646, 4.0702, 3.0840)
C (-2.8567, 4.9567, 2.7276)
N (-4.1112, 4.2105, 2.8043)
C (-5.3097, 5.0517, 2.7467)
C (-5.5160, 6.0737, 3.8757)
O (-5.7831, 5.4931, 5.1462)
C (-4.6304, 5.0926, 5.8707)
H (-1.7704, 2.2016, 5.7983)
H (-3.0175, 2.1720, 4.5445)
H (-1.3284, 1.7247, 4.1487)
H (-1.6276, 3.1747, 2.4562)
H (-0.7478, 4.6395, 2.9010)
H (-2.7281, 5.3426, 1.7118)
H (-2.8530, 5.8050, 3.4205)
H (-4.1346, 3.6918, 3.6732)
H (-6.1677, 4.3734, 2.7512)
H (-5.3267, 5.5754, 1.7852)
H (-6.4113, 6.6512, 3.6242)
H (-4.7012, 6.8030, 3.9434)
H (-3.7696, 5.7369, 5.6748)
H (-4.3878, 4.0519, 5.6461)
H (-4.8646, 5.1450, 6.9355)

Values from the calculation:
E_tot in eV: -62440.9050
HOMO in eV: -8.69
Kohn-Sham gap in eV: 8.4

Mulliken atomic charge list, values in e, 6 entries: atom 1 (O): -0.566, atom 2 (C): 0.602, atom 3 (O): -0.479, atom 4 (C): -0.554, atom 5 (C): -0.506, atom 6 (C): -0.840

Entry 2:
Below is a cluster of 2 separate species, C16H38N2O4P in total, with properties calculated with ωB97M-V with the def2-TZVPD basis set.

Cartesian coordinates (Å):
C (2.6825, 2.1290, -0.9568)
C (1.5869, 2.4292, -2.0063)
C (0.1430, 2.4648, -1.4631)
C (-0.0677, 3.2165, -0.1502)
C (-1.3333, 2.8257, 0.6130)
C (-1.3788, 3.3764, 2.0282)
C (-0.3143, 2.7340, 2.9211)
C (-0.8732, 1.6223, 3.8147)
C (0.2074, 0.7211, 4.3985)
C (0.9921, -0.0341, 3.3059)
C (2.5194, 0.0672, 3.4529)
P (3.4091, -0.1188, 1.9166)
C (3.1261, -1.7156, 1.0424)
O (1.8912, -2.2504, 1.4126)
C (0.8514, -2.0800, 0.4680)
O (1.2057, -2.7850, -0.6724)
C (0.1192, -3.3707, -1.3852)
C (-0.7704, -2.3408, -2.0834)
O (-1.1969, -2.8651, -3.3362)
H (3.5307, 1.6123, -1.4098)
H (3.0670, 3.0337, -0.4795)
H (2.2799, 1.4798, -0.1618)
H (1.6425, 1.6605, -2.7858)
H (1.8066, 3.3763, -2.5154)
H (-0.2310, 1.4349, -1.3638)
H (-0.4983, 2.9389, -2.2185)
H (-0.1049, 4.2906, -0.3683)
H (0.7990, 3.0795, 0.5092)
H (-2.2187, 3.1639, 0.0627)
H (-1.3997, 1.7244, 0.6563)
H (-1.2643, 4.4686, 2.0081)
H (-2.3721, 3.1836, 2.4546)
H (0.4815, 2.3234, 2.2807)
H (0.1738, 3.4903, 3.5488)
H (-1.4290, 2.0807, 4.6418)
H (-1.5906, 1.0105, 3.2492)
H (0.8819, 1.3303, 5.0167)
H (-0.2565, -0.0114, 5.0698)
H (0.6935, 0.3376, 2.3196)
H (0.7286, -1.0946, 3.3265)
H (2.9191, -0.6837, 4.1478)
H (2.8205, 1.0557, 3.8298)
H (3.0978, 0.9487, 1.0791)
H (4.7760, -0.0152, 2.1552)
H (3.2177, -1.5407, -0.0388)
H (3.9320, -2.3897, 1.3506)
H (-0.0542, -2.4705, 0.9476)
H (0.7263, -1.0080, 0.2445)
H (-0.4516, -4.0154, -0.7057)
H (0.5782, -3.9935, -2.1561)
H (-1.6593, -2.1165, -1.4810)
H (-0.1980, -1.4178, -2.2149)
H (-1.1170, -2.1804, -3.9961)
C (-4.8300, -3.5738, -5.4535)
O (-5.5628, -3.4327, -6.4112)
N (-5.3004, -3.8979, -4.2070)
N (-3.4697, -3.4182, -5.5357)
H (-4.7061, -4.0372, -3.4132)
H (-6.2893, -4.0307, -4.1130)
H (-3.0950, -3.1963, -6.4383)
H (-2.8535, -3.5254, -4.7513)

Values from the calculation:
E_tot in eV: -37660.2424
HOMO in eV: -11.29
Net charge: +1
Kohn-Sham gap in eV: 8.4

Mulliken atomic charge list, values in e, 6 entries: atom 1 (C): -0.535, atom 2 (C): -0.699, atom 3 (C): -0.404, atom 4 (C): -0.473, atom 5 (C): -0.499, atom 6 (C): -1.049

Entry 3:
Below is a structure of composition C16H39Cl2N2O13S5, with properties calculated with ωB97M-V with the def2-TZVPD basis set.

Cartesian coordinates (Å):
C (2.7454, -0.0763, 1.2373)
C (3.0323, 1.0100, 0.1936)
C (1.8207, 1.8065, -0.2905)
C (1.4111, 2.9549, 0.6230)
N (1.0177, 2.5524, 1.9834)
S (-0.5132, 1.8952, 2.1478)
O (-0.5580, 0.7179, 1.3294)
O (-0.6480, 1.6969, 3.5735)
N (-1.5544, 3.0483, 1.7452)
S (-2.0680, 3.2025, 0.2469)
O (-1.3409, 2.4810, -0.7620)
O (-2.3039, 4.5991, -0.0359)
C (-3.7662, 2.5220, 0.3022)
Cl (-4.6007, 3.2043, 1.7226)
C (-3.9660, 1.0024, 0.3288)
C (-3.5635, 0.2797, 1.6228)
Cl (-3.2428, 0.2335, -1.1128)
H (1.8755, 0.1406, 1.8472)
H (3.6018, -0.1921, 1.9045)
H (2.6008, -1.0451, 0.7599)
H (3.8140, 1.6923, 0.5361)
H (3.4486, 0.5088, -0.6846)
H (0.9775, 1.1537, -0.5031)
H (2.1024, 2.2985, -1.2261)
H (2.3024, 3.5763, 0.7516)
H (0.6603, 3.5856, 0.1439)
H (0.9969, 3.3663, 2.5866)
H (-4.2975, 2.9393, -0.5480)
H (-5.0358, 0.8606, 0.1897)
H (-2.8249, -0.4863, 1.4086)
H (-3.1736, 0.9613, 2.3703)
H (-4.4377, -0.2231, 2.0350)
O (2.3908, 0.7230, 6.8787)
S (2.1173, 2.1162, 7.0571)
O (3.2153, 3.0306, 7.1837)
O (1.1740, 2.2706, 8.3424)
C (1.6129, 1.6502, 9.5622)
C (2.7533, 2.3893, 10.2352)
C (0.9793, 2.7032, 5.8603)
H (1.8743, 0.6095, 9.3614)
H (0.7325, 1.6518, 10.2026)
H (3.6578, 2.3599, 9.6311)
H (2.9692, 1.9300, 11.2012)
H (2.4916, 3.4361, 10.3898)
H (0.1382, 2.0246, 5.7886)
H (1.5071, 2.7290, 4.9115)
H (0.6671, 3.7012, 6.1578)
O (-3.4320, -2.7990, -4.9184)
S (-2.7765, -2.2657, -6.0701)
O (-1.3460, -2.2858, -6.1486)
O (-3.3084, -0.8049, -6.3510)
C (-3.2614, 0.1773, -5.2784)
C (-1.8617, 0.6798, -4.9965)
C (-3.4241, -3.0139, -7.5254)
H (-3.7276, -0.2363, -4.3835)
H (-3.8906, 0.9919, -5.6292)
H (-1.2268, -0.1092, -4.5969)
H (-1.8973, 1.4835, -4.2611)
H (-1.3973, 1.0500, -5.9111)
H (-4.5088, -2.9826, -7.4838)
H (-3.0692, -4.0420, -7.5316)
H (-3.0452, -2.4781, -8.3911)
O (2.3318, -4.3457, -1.9704)
S (2.4495, -5.1823, -3.1218)
O (3.7028, -5.2764, -3.8080)
O (1.3024, -4.8224, -4.1511)
C (1.1546, -3.4339, -4.5572)
C (2.2595, -2.9742, -5.4860)
C (1.8926, -6.8072, -2.7366)
H (1.0901, -2.8017, -3.6707)
H (0.2018, -3.3868, -5.0716)
H (3.2280, -2.9594, -4.9881)
H (2.0378, -1.9657, -5.8353)
H (2.3388, -3.6398, -6.3462)
H (0.9309, -6.7391, -2.2366)
H (2.6384, -7.2440, -2.0765)
H (1.8210, -7.3787, -3.6576)

Values from the calculation:
E_tot in eV: -126044.0611
HOMO in eV: -6.37
Net charge: -1
Kohn-Sham gap in eV: 8.1
Energy relative to the best compared isomer or geometry (same formula, charge and spin) in kJ/mol: 0.0

Mulliken atomic charge list, values in e, 6 entries: atom 1 (C): -0.773, atom 2 (C): -0.648, atom 3 (C): -0.324, atom 4 (C): -0.985, atom 5 (N): -0.359, atom 6 (S): 0.704